[1]
ORCA calculation (ωB97M-V/def2-TZVPD) on a gas-phase ion, C4H6ClN2O (charge +1) in a non-equilibrium geometry.

Last column: Löwdin charge in e.
Geometry (Å):
C -1.50 -1.53 -0.15  0.052
C -0.39 -1.77 -0.86  -0.216
N 0.47 -0.97 -1.56  0.127
C 1.02 0.06 -1.17  -0.111
N 0.77 0.46 0.17  0.119
C 0.49 1.58 0.73  -0.751
O 0.20 1.68 1.99  0.146
Cl 0.62 3.01 -0.17  0.906
H -1.89 -0.51 -0.24  0.070
H -2.15 -2.20 0.37  0.069
H -0.28 -2.84 -0.84  0.118
H 1.73 0.70 -1.65  0.133
H 0.58 -0.18 0.91  0.161
H 0.33 2.51 2.49  0.176

The LUMO energy is -4.9270 eV. The SMILES is C=C/N=C\[NH+]=C(\O)Cl. As for the spin multiplicity: 1. Its total energy is -21786.122 eV. As for the HOMO-LUMO gap: 8.7 eV. The relative energy (zero: lowest compared OMol25 entry of this formula, charge and spin) is 214.8 kJ/mol. The value obtained for the HOMO energy is -13.664 eV. As for the charge: +1.


[2]
ORCA calculation (ωB97M-V/def2-TZVPD) on a molecular structure, C37H56As3F5O4ReSi in a non-equilibrium geometry.

Last column: Löwdin charge in e.
Geometry (Å):
Re -0.47 0.37 -0.63  1.433
C 1.63 0.49 2.54  -0.225
As 0.06 -0.34 1.80  1.096
C 0.41 -2.20 2.18  -0.214
C -1.32 -0.10 3.16  -0.317
C -1.87 1.28 3.53  -0.683
C -2.87 1.05 4.69  -0.051
C -2.66 1.87 2.37  -0.333
As -1.78 2.22 0.68  1.116
C -0.75 3.83 0.96  -0.226
C -3.31 2.84 -0.31  -0.205
C -0.75 2.22 4.00  -0.379
As -1.34 4.00 4.65  1.121
C 0.44 4.80 4.62  -0.325
C -1.39 3.63 6.56  -0.321
H 1.55 0.39 3.62  0.052
H 1.73 1.54 2.26  0.033
H 2.49 -0.07 2.18  0.023
H 0.72 -2.21 3.23  0.059
H 1.21 -2.58 1.56  0.025
H -0.49 -2.80 2.05  0.044
H -0.85 -0.54 4.04  0.098
H -2.13 -0.77 2.87  0.082
H -3.64 0.34 4.41  0.097
H -3.36 1.99 4.96  0.076
H -2.35 0.67 5.57  0.102
H -3.05 2.85 2.66  0.065
H -3.52 1.24 2.13  0.083
H -1.15 4.32 1.84  0.007
H -0.88 4.47 0.08  0.046
H 0.31 3.62 1.09  0.035
H -4.01 3.27 0.41  0.059
H -3.78 2.02 -0.84  0.031
H -3.01 3.60 -1.02  0.037
H -0.04 2.41 3.19  0.025
H -0.19 1.74 4.81  0.085
H 0.75 5.01 3.59  0.010
H 1.17 4.16 5.10  0.035
H 0.39 5.75 5.15  0.031
H -2.34 3.19 6.85  0.018
H -1.27 4.57 7.08  0.031
H -0.57 2.96 6.86  0.034
C -3.79 -0.86 -0.03  -0.061
O -2.69 -0.87 -0.95  -0.324
C -3.10 -1.02 -2.32  -0.149
C -1.94 -1.58 -3.07  -0.169
O -0.86 -0.64 -3.10  -0.319
C -0.90 0.20 -4.26  -0.054
H -4.34 -1.80 -0.10  0.108
H -4.47 -0.03 -0.23  0.095
H -3.38 -0.77 0.97  0.066
H -3.42 -0.05 -2.71  0.136
H -3.94 -1.71 -2.38  0.146
H -2.24 -1.86 -4.08  0.151
H -1.57 -2.47 -2.56  0.112
H -0.86 -0.42 -5.15  0.112
H -0.02 0.84 -4.23  0.093
H -1.80 0.81 -4.28  0.098
F 1.24 6.22 -3.71  0.175
C 0.66 5.12 -3.27  -0.124
C 1.34 4.26 -2.42  -0.133
F 2.58 4.54 -2.03  0.162
C 0.71 3.12 -1.98  -0.162
F 1.37 2.27 -1.15  0.038
C -0.59 2.80 -2.33  -0.261
O -1.21 1.66 -1.88  -0.362
C -1.26 3.67 -3.18  -0.152
F -2.50 3.39 -3.55  0.133
C -0.64 4.82 -3.65  -0.121
F -1.29 5.63 -4.46  0.171
C 2.66 -0.76 -3.48  -0.069
C 2.26 -2.22 -3.20  -0.580
C 3.48 -3.13 -3.38  -0.066
C 1.15 -2.67 -4.16  -0.060
Si 1.70 -2.33 -1.41  0.594
O 0.78 -0.95 -0.99  -0.506
C 0.61 -3.82 -1.12  -0.218
C 1.06 -5.12 -1.35  -0.081
C 0.26 -6.22 -1.10  -0.050
C -1.04 -6.05 -0.63  -0.058
C -1.52 -4.76 -0.42  -0.069
C -0.70 -3.67 -0.66  -0.144
C 3.22 -2.28 -0.34  -0.252
C 3.80 -1.05 0.00  -0.123
C 4.97 -0.99 0.75  -0.076
C 5.59 -2.16 1.16  -0.062
C 5.05 -3.39 0.82  -0.056
C 3.87 -3.45 0.08  -0.079
H 3.00 -0.65 -4.52  0.101
H 3.48 -0.43 -2.83  0.081
H 1.81 -0.08 -3.35  0.049
H 3.82 -3.07 -4.42  0.099
H 3.25 -4.18 -3.19  0.076
H 4.32 -2.85 -2.74  0.083
H 1.50 -2.60 -5.20  0.101
H 0.25 -2.05 -4.07  0.043
H 0.87 -3.71 -3.98  0.087
H 2.06 -5.29 -1.74  0.094
H 0.64 -7.22 -1.27  0.117
H -1.67 -6.91 -0.44  0.115
H -2.54 -4.62 -0.07  0.107
H -1.10 -2.68 -0.48  0.059
H 3.35 -0.13 -0.36  0.094
H 5.41 -0.03 1.00  0.111
H 6.51 -2.11 1.74  0.114
H 5.55 -4.30 1.11  0.114
H 3.46 -4.42 -0.17  0.098

The LUMO energy (spin up / spin down) is -7.0144 / -7.3376 eV. As for the spin multiplicity: 4. Its total energy is -253563.413 eV. As for the HOMO-LUMO gap (spin up / spin down): 6.4 / 6.0 eV. The relative energy (zero: lowest compared OMol25 entry of this formula, charge and spin) is 134.5 kJ/mol. The value obtained for the HOMO energy (spin up / spin down) is -13.375 / -13.374 eV. As for the charge: +2. The expectation value of S² is 3.78.


[3]
ORCA calculation (ωB97M-V/def2-TZVPD) on a single C5H5N molecule in a non-equilibrium geometry.

Last column: Löwdin charge in e.
Geometry (Å):
C -0.81 -2.09 -1.15  0.119
C -0.39 -1.14 -0.54  -0.119
C 0.12 0.01 0.13  -0.319
C 0.75 1.13 -0.67  -0.053
C 0.03 0.09 1.44  -0.135
N -0.02 0.17 2.67  0.156
H -1.17 -2.94 -1.68  0.025
H 0.02 1.56 -1.37  0.082
H 1.12 1.93 -0.01  0.080
H 1.59 0.75 -1.25  0.082
H -0.93 0.63 2.78  0.084

The LUMO energy is 0.8602 eV. The SMILES is C#CC(C)=C=N. As for the spin multiplicity: 1. Its total energy is -6752.834 eV. As for the HOMO-LUMO gap: 9.5 eV. The relative energy (zero: lowest compared OMol25 entry of this formula, charge and spin) is 296.6 kJ/mol. The value obtained for the HOMO energy is -8.673 eV.


[4]
ORCA calculation (ωB97M-V/def2-TZVPD) on a molecular structure, C7H14O2 in a non-equilibrium geometry.

Last column: Löwdin charge in e.
Geometry (Å):
C -0.17 0.81 1.15  -0.466
C 0.80 -0.78 -0.21  -0.032
C 1.35 -1.14 -2.89  -0.252
C -1.57 0.84 1.74  -0.060
C 0.87 0.57 2.23  -0.051
C -0.51 -0.53 -0.49  -0.132
C -1.68 -0.63 -1.05  0.064
O 0.97 -1.84 -1.75  -0.287
O 0.18 1.98 0.48  -0.008
H -0.53 2.23 -0.12  0.110
H 1.54 -0.02 -0.45  0.119
H 1.04 -1.57 0.49  0.129
H 2.27 -1.57 -3.32  0.067
H 1.58 -0.07 -2.71  0.071
H 0.57 -1.16 -3.67  0.067
H 1.88 0.63 1.83  0.085
H -2.32 1.12 1.00  0.067
H -1.83 -0.13 2.16  0.095
H -1.62 1.59 2.53  0.090
H 0.72 -0.39 2.71  0.092
H 0.81 1.37 2.98  0.095
H -2.55 -0.08 -0.71  0.058
H -1.80 -1.26 -1.92  0.080

The LUMO energy (spin up / spin down) is 0.6320 / 0.6320 eV. As for the spin multiplicity: 1. Its total energy is -11575.494 eV. As for the HOMO-LUMO gap (spin up / spin down): 8.2 / 8.2 eV. The relative energy (zero: lowest compared OMol25 entry of this formula, charge and spin) is 561.0 kJ/mol. The value obtained for the HOMO energy (spin up / spin down) is -7.600 / -7.599 eV.


[5]
ORCA calculation (ωB97M-V/def2-TZVPD) on a molecular structure, C20H21BF2N8ReS5.

Last column: Löwdin charge in e.
Geometry (Å):
Re -1.04 -0.53 1.15  1.417
C 0.77 -2.40 3.55  -0.017
C 1.43 -2.08 2.26  -0.291
C 2.75 -2.35 1.90  0.015
C 2.90 -1.84 0.63  -0.025
N 1.74 -1.33 0.22  0.051
N 0.82 -1.46 1.22  -0.067
B 1.36 -0.46 -1.02  -0.656
N 1.14 0.96 -0.48  0.024
C 1.93 2.03 -0.61  -0.026
C 1.53 2.98 0.30  0.010
C 0.47 2.41 1.00  -0.318
C -0.29 3.02 2.11  -0.061
N 0.22 1.17 0.52  -0.054
N 0.02 -1.02 -1.57  0.041
C -0.21 -1.54 -2.77  -0.004
C -1.52 -1.97 -2.82  0.020
C -2.06 -1.69 -1.58  -0.281
C -3.45 -1.96 -1.13  -0.013
N -1.10 -1.12 -0.81  -0.071
N 2.36 -0.51 -2.14  -0.022
C 3.27 -1.45 -2.52  -0.076
C 3.75 -1.10 -3.75  -0.009
C 3.06 0.10 -4.07  -0.340
C 3.17 0.91 -5.33  -0.026
N 2.21 0.44 -3.11  0.119
H 1.53 -2.60 4.31  0.094
H 0.13 -3.28 3.47  0.092
H 0.16 -1.58 3.91  0.067
H 3.50 -2.84 2.51  0.122
H 3.78 -1.80 0.01  0.124
H 2.70 2.05 -1.36  0.127
H 1.95 3.96 0.46  0.118
H 0.30 3.80 2.58  0.097
H -0.54 2.29 2.88  0.047
H -1.22 3.48 1.76  0.070
H 0.57 -1.54 -3.53  0.137
H -2.03 -2.43 -3.66  0.121
H -4.05 -2.24 -2.00  0.094
H -3.91 -1.09 -0.66  0.059
H -3.50 -2.79 -0.42  0.081
H 3.49 -2.33 -1.93  0.112
H 4.50 -1.61 -4.34  0.110
H 4.07 0.64 -5.88  0.078
H 3.21 1.98 -5.10  0.079
H 2.31 0.75 -5.98  0.080
S -4.19 6.41 4.11  0.650
C -4.13 4.90 3.56  -1.450
S -5.24 4.30 2.33  0.961
C -4.46 2.77 2.18  -1.055
C -3.39 2.54 2.92  -1.041
S -3.08 0.84 2.57  0.667
S -2.88 3.77 4.03  0.940
S -4.73 1.25 1.33  0.717
F -2.10 -1.93 3.35  -0.113
C -2.23 -2.06 1.96  -0.462
F -3.58 -1.70 1.70  -0.170
H -2.19 -3.13 1.77  0.102

The LUMO energy (spin up / spin down) is -4.2667 / -4.2002 eV. As for the spin multiplicity: 3. Its total energy is -95413.575 eV. As for the HOMO-LUMO gap (spin up / spin down): 6.5 / 6.6 eV. The relative energy (zero: lowest compared OMol25 entry of this formula, charge and spin) is 235.9 kJ/mol. The value obtained for the HOMO energy (spin up / spin down) is -10.782 / -10.789 eV. As for the charge: +1. The expectation value of S² is 2.01.


[6]
ORCA calculation (ωB97M-V/def2-TZVPD) on a single C6H11N molecule.

Last column: Löwdin charge in e.
Geometry (Å):
C 2.15 -0.77 0.09  -0.106
C 2.13 0.48 0.96  -0.273
N 0.81 1.09 1.19  0.075
C -0.17 0.67 0.58  -0.111
C -1.22 0.27 -0.10  -0.342
C -2.14 -0.80 0.42  -0.069
C -1.51 0.89 -1.44  -0.069
H 3.17 -1.14 0.00  0.071
H 1.53 -1.56 0.53  0.076
H 1.77 -0.56 -0.91  0.073
H 2.75 1.27 0.51  0.108
H 2.56 0.27 1.95  0.105
H -1.80 -1.21 1.38  0.077
H -3.16 -0.40 0.57  0.077
H -2.22 -1.63 -0.29  0.077
H -2.49 1.38 -1.44  0.077
H -0.75 1.63 -1.72  0.078
H -1.53 0.12 -2.23  0.077

The LUMO energy is 0.9740 eV. The SMILES is CCN=C=C(C)C. As for the spin multiplicity: 1. Its total energy is -7889.245 eV. As for the HOMO-LUMO gap: 9.1 eV. The relative energy (zero: lowest compared OMol25 entry of this formula, charge and spin) is 124.1 kJ/mol. The value obtained for the HOMO energy is -8.168 eV.


[7]
ORCA calculation (ωB97M-V/def2-TZVPD) on 2 unconnected molecules or ions with the total composition C3H5O3S in a non-equilibrium geometry.

Last column: Löwdin charge in e.
Geometry (Å):
C 0.53 0.20 -1.98  -0.676
C 0.76 0.17 -0.61  -0.109
C -1.32 -0.46 0.39  -0.709
O 0.18 1.50 -2.44  -0.052
O 0.68 -0.71 -2.81  -0.051
O -1.76 0.69 0.34  -0.153
S -0.77 -1.27 1.95  0.646
H 1.27 -0.65 -0.18  0.033
H 0.56 1.04 -0.15  -0.008
H -1.22 -1.15 -0.52  0.094
H -0.10 2.03 -1.59  0.130
H -0.56 -0.07 2.51  -0.146

The LUMO energy (spin up / spin down) is 3.1399 / 3.1399 eV. As for the spin multiplicity: 1. Its total energy is -20169.225 eV. As for the HOMO-LUMO gap (spin up / spin down): 5.8 / 5.9 eV. The relative energy (zero: lowest compared OMol25 entry of this formula, charge and spin) is 180.9 kJ/mol. The value obtained for the HOMO energy (spin up / spin down) is -2.710 / -2.710 eV. As for the charge: -1.


Question: Which formula does entry 1 have?
Answer: C4H6ClN2O